This record from OMol25 describes a structure of composition C8H24CaFO4 at a distorted geometry. The level of theory is ωB97M-V with the def2-TZVPD basis set.

XYZ file:
```
38
Properties=species:S:1:pos:R:3:forces:R:3
H -4.8570 -1.2993 4.8610 0.034 0.009 0.040
C -4.8807 -1.3325 3.7718 -0.380 0.304 0.057
H -1.7314 -1.6124 -4.2335 -0.035 -0.352 -0.227
C -2.7138 -1.5229 -3.7697 0.261 0.513 0.968
Ca 2.6309 5.6854 0.6690 -0.895 -1.288 -0.029
H -3.8205 -3.0412 -4.9111 0.529 0.020 -0.034
H 3.0036 -0.7016 3.4665 -0.189 -0.018 0.343
H -4.7997 -1.8788 -4.1303 -0.032 0.353 -0.028
H -3.8889 -1.6262 3.4279 -0.026 0.068 -0.143
O -4.3689 1.0094 3.6001 -0.070 1.259 0.925
C 3.8035 -1.3053 5.2220 -0.164 0.251 -0.728
C 5.0615 -2.0310 5.6118 0.222 -0.021 0.382
C -5.3149 0.0485 3.2354 0.936 -1.951 -0.516
H -5.3396 -0.0023 2.1469 -0.487 -0.022 -0.151
H 3.3994 1.7273 -3.4689 0.237 0.460 0.337
H 3.7519 -0.3070 5.6565 0.187 0.181 0.043
F 0.0552 2.4192 1.0640 0.919 1.150 -0.120
C 2.9773 2.3780 -5.4847 -0.589 1.017 0.309
H 5.9975 -1.5561 5.3175 -0.196 0.193 -0.334
O -2.8434 -0.1284 -3.3680 -0.546 -0.382 -0.704
H 4.4695 4.2200 -4.4641 0.028 -0.170 -0.214
H -2.3186 0.0191 -2.5779 0.036 -0.151 -0.006
C 3.8756 2.3551 -4.2220 -0.683 -0.531 -2.126
H 5.0520 -3.0487 5.2217 0.008 0.022 0.059
H 4.7946 1.8838 -4.5703 0.389 0.061 0.620
H -2.7252 -2.0933 -2.8409 0.135 -0.377 -0.072
H 3.4587 2.9548 -6.2744 0.264 -0.143 -0.126
H 5.0931 -2.0572 6.7010 -0.028 -0.274 0.100
O 4.0753 3.6944 -3.7641 -0.101 -0.308 0.802
H 2.9560 -1.8548 5.6317 -0.216 -0.122 -0.174
H -3.8691 -1.3911 -5.5744 -0.157 -0.065 -0.022
O 3.7439 -1.2241 3.7834 0.354 -0.198 0.298
H 2.5869 1.4621 -5.9285 0.570 -0.350 0.383
C -3.8516 -1.9814 -4.6583 -0.179 0.452 0.140
H 2.0828 2.9572 -5.2557 -0.158 0.059 0.173
H -5.6057 -2.0931 3.4820 0.025 -0.107 -0.068
H -3.6247 1.0516 2.9951 -0.197 -0.278 -0.159
H -6.3153 0.2228 3.6315 0.195 0.734 0.004
```
Positions in Å, forces in eV/Å.

Results
Total charge: +1
HOMO-LUMO gap (Eh): 0.115
Molecular weight (g/mol): 243.4
LUMO level (eV): -7.98

Atom charges from the natural (NBO) analysis, given in e for atoms 1 to 5:
1 H 0.21
2 C -0.63
3 H 0.16
4 C -0.06
5 Ca 1.74

This record from OMol25 describes a structure of composition C37H33HfN7O3Se4 at a distorted geometry. The level of theory is ωB97M-V with the def2-TZVPD basis set.

XYZ file:
```
85
Properties=species:S:1:pos:R:3:forces:R:3
N -1.9168 -2.6093 1.2827 0.199 -0.333 0.151
O 0.5125 0.7163 -1.4337 1.180 0.656 -0.245
C -3.7605 1.3918 0.9157 0.045 -0.033 -0.001
H 4.4559 1.4282 -1.5449 0.001 -0.022 0.011
C 2.4120 0.2392 4.4342 0.040 -0.260 0.110
C 0.6267 -3.9057 -1.2015 0.154 0.055 0.026
C -2.3634 5.0789 0.3211 0.044 -0.009 -0.038
C -1.4271 -1.7035 -3.2398 -0.129 -0.084 -0.333
H 3.9910 5.3867 -3.1106 -0.004 0.008 0.008
C 2.4959 1.5967 4.1436 -0.169 -0.030 -0.071
H 4.3169 -2.0379 -2.3141 0.018 0.036 0.006
H -3.8424 5.7879 1.7064 -0.015 -0.029 -0.002
C -3.7212 -3.8375 2.2460 0.002 -0.023 0.063
C 3.8245 2.2485 -1.8543 -0.037 0.004 0.027
C 1.2840 1.1892 2.1418 -0.060 -0.023 0.068
C -1.8734 -0.0311 2.2487 0.118 0.032 0.168
H 1.0454 -1.4343 -6.1016 0.035 -0.007 0.018
H -3.8780 -2.2848 0.7614 -0.015 -0.020 0.018
H 0.3524 2.5085 1.0419 0.154 -0.614 -0.113
N -1.7069 0.1511 0.9280 -0.512 0.281 0.167
H 4.5488 -3.3126 -1.1051 -0.038 -0.036 -0.057
C -1.0805 4.0158 2.4693 0.003 0.012 -0.032
H 1.6620 -0.8253 -3.7778 0.002 -0.041 0.060
H 2.9936 2.2661 4.8326 0.023 0.001 -0.002
N 1.2345 -0.1076 2.3955 0.151 0.032 0.003
C -1.4804 -4.2777 2.9448 0.113 0.076 0.023
H 2.6138 -4.5182 -1.5344 0.021 -0.015 0.069
H -0.0344 -5.3743 -2.6024 -0.004 0.019 -0.016
H -0.5269 3.5790 3.2931 -0.073 -0.030 0.028
H -1.0940 -0.5784 2.7591 -0.018 -0.072 -0.067
Se -2.3365 1.1980 -1.5516 -0.376 -0.132 -0.306
C 4.3748 3.4260 -2.3290 0.020 0.013 0.032
C 3.5539 4.4714 -2.7339 -0.010 -0.003 -0.042
C 2.6079 -2.4252 -1.0984 -0.070 -0.109 -0.095
C 1.7790 -0.5700 3.5081 -0.217 0.087 -0.226
H -0.7487 -4.8037 3.5415 -0.021 -0.052 -0.010
H -2.8899 -2.3818 -4.6427 0.014 -0.018 -0.068
H 0.5474 3.0084 -2.1812 -0.010 0.000 -0.016
C -1.8645 -2.0688 -4.5084 0.072 0.042 0.067
C 0.6713 -1.2010 -4.0096 0.306 0.123 0.110
Hf -0.1830 -0.9151 -0.5170 -1.847 -0.666 -0.141
Se 1.6033 -2.4827 3.7733 0.131 0.252 0.132
C -2.9554 0.4468 2.9499 -0.026 0.080 -0.030
H -3.0459 0.2448 4.0074 0.055 0.018 0.015
H 1.5329 5.1367 -3.0054 0.002 0.013 -0.005
C -2.2653 4.6974 2.6771 -0.028 0.016 0.021
H 0.7446 -6.0365 -1.1624 -0.029 -0.070 -0.048
C -0.9645 -1.9944 -5.5556 0.037 0.040 0.063
H -3.1943 -5.3048 3.7270 0.007 0.006 0.025
H -4.8098 1.5301 2.7776 -0.005 0.020 -0.010
H 5.4500 3.5280 -2.3937 0.004 0.009 0.024
C -1.0778 -3.3057 2.0406 -0.163 0.031 -0.036
C -2.6296 0.8824 0.2713 -0.020 0.041 0.234
C 0.0701 -5.2619 -1.5216 -0.062 0.080 0.095
N -0.5411 3.8592 1.2590 -0.053 -0.093 -0.031
C -1.1718 4.3816 0.2070 0.029 0.058 0.058
N -0.1779 -1.3004 -2.9880 -0.667 -0.232 0.239
C -3.9313 1.1639 2.2622 0.026 -0.010 0.053
C 1.8172 0.8363 -1.3640 0.800 -0.441 -0.016
C 1.9800 -3.6866 -1.2637 0.003 -0.003 -0.100
H -1.2635 -2.2713 -6.5577 -0.006 0.007 -0.009
H 4.5133 -1.5962 -0.6236 0.035 0.007 -0.059
H -4.7829 -4.0349 2.2816 -0.017 0.042 0.011
C 4.0912 -2.3439 -1.2908 -0.029 0.085 0.105
H -2.8388 5.4829 -0.5612 -0.001 0.015 -0.002
H -0.6858 4.2404 -0.7493 -0.071 -0.031 -0.046
H -0.9132 -5.3831 -1.0709 0.010 0.007 0.026
C 2.4392 2.1058 -1.7882 -0.152 0.237 -0.034
N 1.9069 -1.3435 -0.8527 0.116 0.394 -0.262
H 1.9715 3.1452 2.7316 0.032 -0.013 -0.024
C 0.3240 -1.5358 -5.3042 -0.085 -0.045 -0.035
C 1.9265 2.0947 2.9857 0.047 0.129 0.067
H 2.8187 -0.1785 5.3441 0.072 0.049 0.002
H -2.6665 4.7986 3.6756 0.018 0.022 0.013
O 0.6425 1.5153 1.0235 0.215 1.026 0.251
C 1.6205 3.1511 -2.2067 -0.039 -0.114 0.050
N 2.5976 -0.1381 -1.0216 0.635 0.380 -0.103
C -2.9189 5.2382 1.5797 0.005 0.024 0.013
O -0.2296 -3.0007 -0.8325 0.663 -0.570 -0.182
C 2.1755 4.3309 -2.6753 0.003 0.058 0.008
C -2.8349 -4.5433 3.0481 -0.029 0.016 -0.074
Se 0.7707 -2.9181 1.6644 -0.073 -0.692 0.460
Se -2.5674 -1.6906 -1.7376 -0.464 0.276 -0.152
H -4.4875 1.9315 0.3272 -0.009 0.038 0.017
C -3.2181 -2.8744 1.3896 -0.011 0.017 -0.075
```
Positions in Å, forces in eV/Å.

Results
Total charge: +1
HOMO-LUMO gap (alpha / beta) (Eh): 0.260 / 0.231
2S+1: 2
⟨S²⟩: 0.7579
Molecular weight (g/mol): 1118.0
LUMO level (alpha / beta) (eV): -2.30 / -3.71

Atom charges from the Löwdin analysis, given in e for atoms 1 to 5:
1 N -0.04
2 O -0.33
3 C -0.10
4 H 0.11
5 C -0.10

This record from OMol25 describes a cluster of 5 separate species, C9H28ClNO13S3 in total at a distorted geometry. The level of theory is ωB97M-V with the def2-TZVPD basis set.

XYZ file:
```
55
Properties=species:S:1:pos:R:3:forces:R:3
O -4.5376 -1.9732 -3.3852 -0.642 0.045 0.025
H -5.2020 -3.9314 -3.0300 -0.083 0.210 0.085
H 1.3101 3.2099 -1.4444 -0.160 -0.471 0.231
H 2.2426 1.5117 0.2670 0.087 0.174 0.029
H -0.3708 -5.3260 2.2808 0.626 0.185 0.074
H 2.5948 2.7345 -2.5177 0.277 0.226 0.048
H -0.5616 1.1906 2.2107 0.104 -0.105 -0.340
H -4.5346 -3.7381 -5.4285 -0.039 -0.131 0.027
Cl 0.3874 -1.8497 0.2684 -0.318 -1.005 -1.323
C 1.2432 4.7222 3.2817 0.040 -0.025 0.795
H 4.8959 -0.5374 2.0858 -0.222 -0.289 -0.190
O 0.9913 2.5258 1.9973 0.115 0.049 -0.099
O -5.1775 0.0664 -2.2825 -0.108 0.241 0.103
C -2.6841 -0.7231 -2.1190 -0.591 0.830 0.556
C -3.7758 -3.8273 -4.6526 0.414 0.050 -0.345
C 4.3797 0.2574 1.5549 0.192 0.666 0.255
H -2.0795 -1.6223 -2.1122 0.059 0.010 0.050
O 4.0546 1.4469 -0.7531 0.361 0.247 0.060
H -1.8982 2.2190 0.3094 -0.123 0.159 0.347
O 6.1849 0.4808 -0.2966 0.481 -0.025 -0.186
H -0.9892 2.8040 2.6497 0.214 0.200 -0.038
H 2.1407 0.7363 -1.3047 0.406 -0.288 0.086
H -3.3744 -4.8414 -4.6209 -0.356 -0.126 0.069
N -0.7210 -4.4542 2.6825 -0.573 -0.474 -1.746
H -0.7767 3.6144 0.3153 -0.139 0.006 -0.013
S 1.6006 2.9937 3.3792 -0.427 -0.344 -0.005
C -4.2964 -3.3943 -3.3074 0.707 0.044 0.079
H -2.5141 -0.0557 -2.9591 0.036 -0.267 -0.222
H -1.4294 -4.7584 3.3449 0.130 0.707 0.500
O 1.3685 -2.5988 -0.4566 0.381 0.310 0.541
H -1.1595 -3.9830 1.8559 0.117 0.444 0.086
H -0.2721 2.0079 -0.2157 0.105 0.009 0.106
H 0.0264 -3.8169 2.9713 -0.037 -0.064 0.385
O -0.8361 -2.6700 0.2435 -0.504 -0.094 0.796
H 0.1680 4.8161 3.4240 -0.067 0.061 -0.533
O 4.2027 -0.9746 -0.7246 0.207 -0.299 -0.060
S 4.8026 0.1893 -0.1572 -0.925 -0.079 0.282
O 0.1183 -0.6084 -0.4004 -0.028 0.223 0.423
H 1.6474 5.1056 2.3518 -0.194 0.088 -0.068
H -2.9253 -3.2156 -4.9603 -0.096 0.182 0.122
O 0.8388 2.4018 4.4354 -0.074 0.198 0.156
C -0.8792 2.5469 0.5132 0.340 -0.256 -0.529
S -4.4078 -1.1057 -2.0514 0.597 -0.716 -0.690
H -3.5368 -3.5475 -2.5374 -0.110 -0.239 0.018
H 1.6726 5.2368 4.1410 0.318 -0.166 -0.067
H 2.9244 3.6405 -0.9872 0.178 0.025 -0.288
O 2.9980 2.7434 3.2971 0.268 0.245 -0.170
H 3.2996 0.2451 1.6739 0.006 -0.379 0.040
O 0.7595 -1.6318 1.6494 0.088 -0.081 0.219
H -2.5431 -0.1269 -1.2165 0.409 -0.246 0.098
H 4.7459 1.1955 1.9709 0.005 0.075 -0.185
C 2.3398 2.8524 -1.4650 0.024 0.341 0.151
C 2.6218 1.5446 -0.7525 -0.801 0.048 -0.357
C -0.4249 2.2291 1.9098 -0.553 -0.208 0.499
O -4.6524 -1.9566 -0.9261 -0.123 0.082 0.115
```
Positions in Å, forces in eV/Å.

Results
HOMO-LUMO gap (Eh): 0.324
Molecular weight (g/mol): 490.0
LUMO level (eV): -1.18

Atom charges from the natural (NBO) analysis, given in e for atoms 1 to 5:
1 O -0.73
2 H 0.19
3 H 0.21
4 H 0.19
5 H 0.44

| no. | calculated total energy (hartree) |
| --- | --- |
| 1 | -1397.1322 |
| 2 | -11692.4839 |
| 3 | -3047.0144 |